one) Density functional theory data (wB97M-V/def2-TZVPD) for an isolated molecule of C3H10N2S.

Cartesian coordinates (Å):
N -0.02 -2.06 1.31
C -0.02 -1.38 0.03
C 0.07 0.17 0.15
N -0.96 0.79 0.96
C 0.14 0.75 -1.29
S 0.62 2.50 -1.36
H 0.69 -1.58 1.87
H -0.89 -1.93 1.80
H 0.87 -1.63 -0.56
H -0.81 -1.60 -0.70
H 1.03 0.37 0.64
H -1.85 0.76 0.48
H -0.72 1.75 1.09
H 0.89 0.17 -1.83
H -0.82 0.62 -1.79
H 1.79 2.31 -0.81

Summary:
- E_HOMO (eV) = -8.97
- SMILES string = NC[C@H](N)CS
- frontier orbital gap (Eh) = 0.361



two) Density functional theory data (wB97M-V/def2-TZVPD) for an isolated molecule of C3H10N2S.

Cartesian coordinates (Å):
N 2.22 -0.30 -0.48
C 0.84 -0.76 -0.61
C -0.08 0.16 0.17
N 0.07 -0.10 1.60
C -1.52 -0.07 -0.24
S -2.71 1.06 0.50
H 2.85 -0.89 -1.01
H 2.33 0.63 -0.87
H 0.51 -0.85 -1.65
H 0.74 -1.75 -0.16
H 0.21 1.19 -0.08
H -0.74 0.22 2.11
H 0.87 0.40 1.99
H -1.59 -0.04 -1.33
H -1.80 -1.07 0.09
H -2.21 2.19 -0.03

Summary:
- E_HOMO (eV) = -9.12
- SMILES string = NC[C@H](N)CS
- frontier orbital gap (Eh) = 0.368



two) wins, 0.185 eV ahead of the next structure.



one) Density functional theory data (wB97M-V/def2-TZVPD) for an isolated molecule of C3H10N2S.

Cartesian coordinates (Å):
N -1.34 0.35 -3.31
C -0.41 0.63 -2.24
N -0.56 -0.23 -1.08
C -0.15 0.29 0.20
C 0.53 -0.76 1.04
S 1.00 -0.03 2.65
H -2.24 0.77 -3.11
H -1.49 -0.64 -3.44
H 0.60 0.61 -2.66
H -0.60 1.64 -1.87
H -0.26 -1.19 -1.20
H 0.53 1.15 0.11
H -0.99 0.71 0.77
H -0.14 -1.58 1.25
H 1.42 -1.16 0.57
H 0.92 -1.13 3.37

Summary:
- E_HOMO (eV) = -8.82
- SMILES string = NCNCCS
- frontier orbital gap (Eh) = 0.358



two) Density functional theory data (wB97M-V/def2-TZVPD) for a cluster of 2 separate species, C3H10N2S in total.

Cartesian coordinates (Å):
C 2.21 0.10 0.21
C -0.65 -1.36 -0.58
C 1.82 0.90 -0.76
N -2.31 -0.37 1.20
N -1.00 1.38 -0.21
S -0.67 0.08 0.61
H 2.68 0.40 1.11
H 1.92 -0.92 0.16
H -2.96 0.48 1.11
H -0.65 -2.27 -0.05
H -1.56 -1.22 -1.30
H 0.25 -1.20 -1.22
H 1.87 1.93 -0.69
H 1.36 0.51 -1.71
H -2.17 -0.47 2.20
H -0.14 2.03 -0.10

Summary:
- E_HOMO (eV) = -8.44
- frontier orbital gap (Eh) = 0.336



one) wins, 2.926 eV ahead of the next structure.



one) Density functional theory data (wB97M-V/def2-TZVPD) for an isolated molecule of C4H7N.

Cartesian coordinates (Å):
C 2.37 0.16 -0.67
C 1.06 -0.28 -0.64
C 0.09 0.13 0.30
C -1.24 -0.14 0.08
N -2.28 0.02 1.00
H 2.77 0.30 -1.63
H 2.84 0.54 0.25
H 0.83 -0.96 -1.47
H 0.44 1.01 0.92
H -1.49 -0.53 -0.92
H -3.24 -0.30 0.70
H -2.16 0.05 2.05

Summary:
- E_HOMO (eV) = -7.14
- SMILES string = C=C/C=C/N
- frontier orbital gap (Eh) = 0.296



two) Density functional theory data (wB97M-V/def2-TZVPD) for an isolated molecule of C4H7N.

Cartesian coordinates (Å):
H 1.80 1.59 0.30
N 2.11 0.65 -0.09
C 1.18 -0.13 0.07
C 0.41 -1.37 -0.16
C -0.26 -0.18 0.52
C -1.30 0.60 -0.20
H 0.25 -1.35 -1.20
H 0.82 -2.28 0.34
H -0.45 -0.19 1.64
H -1.09 0.54 -1.35
H -1.14 1.74 0.15
H -2.32 0.37 -0.03

Summary:
- E_HOMO (eV) = -8.83
- SMILES string = [H]/N=C1/C[C@@H]1C
- frontier orbital gap (Eh) = 0.362



three) Density functional theory data (wB97M-V/def2-TZVPD) for a structure of composition C4H7N.

Cartesian coordinates (Å):
C 1.53 0.48 -0.63
C 0.43 -0.10 -0.01
C -1.15 1.12 0.19
C 0.06 -1.53 0.06
N 1.63 0.52 0.63
H 2.01 0.87 -1.50
H -1.98 0.70 -0.25
H -0.95 2.19 -0.14
H -1.34 1.32 1.16
H -0.49 -1.74 -0.79
H -0.52 -1.56 1.01
H 0.77 -2.26 0.26

Summary:
- E_HOMO (eV) = -9.39
- frontier orbital gap (Eh) = 0.385



four) Density functional theory data (wB97M-V/def2-TZVPD) for a structure of composition C4H7N.

Cartesian coordinates (Å):
C -2.01 -0.19 -0.23
C -0.75 1.02 0.07
C -0.09 -0.34 0.48
C 1.21 -0.73 -0.19
N -1.26 -1.15 0.10
H -3.03 -0.16 -0.55
H -0.40 1.46 -0.84
H -0.96 1.73 0.86
H 0.03 -0.41 1.57
H 1.19 -0.50 -1.25
H 1.34 -1.81 -0.07
H 2.05 -0.22 0.28

Summary:
- E_HOMO (eV) = -9.30
- frontier orbital gap (Eh) = 0.384



four) wins, 0.150 eV ahead of the next structure.



one) Density functional theory data (wB97M-V/def2-TZVPD) for an isolated molecule of C4H7N.

Cartesian coordinates (Å):
C 2.84 0.45 -0.26
N 1.80 0.01 0.31
C 0.57 0.45 -0.14
C -0.58 -0.12 0.21
C -1.97 0.36 -0.09
H 3.80 -0.04 -0.06
H 3.04 1.42 -0.78
H 0.49 1.37 -0.63
H -0.50 -1.15 0.81
H -1.84 1.26 -0.53
H -2.47 -0.50 -0.71
H -2.65 0.53 0.84

Summary:
- E_HOMO (eV) = -8.97
- SMILES string = C=N/C=C/C
- frontier orbital gap (Eh) = 0.361



two) Density functional theory data (wB97M-V/def2-TZVPD) for an isolated molecule of C4H7N.

Cartesian coordinates (Å):
C -0.64 -0.02 1.82
C 0.23 -0.42 0.92
C 0.18 0.00 -0.50
C -0.27 1.19 -0.92
N 0.60 -0.98 -1.37
H -0.67 -0.21 2.89
H -1.39 0.71 1.52
H 0.94 -1.20 1.14
H -0.66 1.94 -0.24
H -0.25 1.52 -1.94
H 0.85 -0.72 -2.31
H 1.07 -1.79 -1.01

Summary:
- E_HOMO (eV) = -7.97
- SMILES string = C=CC(=C)N
- frontier orbital gap (Eh) = 0.335



three) Density functional theory data (wB97M-V/def2-TZVPD) for an isolated molecule of C4H7N.

Cartesian coordinates (Å):
C -0.34 0.82 -1.08
C 0.33 0.28 0.20
C 0.29 -1.26 0.24
C -0.36 0.69 1.40
N -0.92 0.96 2.36
H -1.44 0.53 -1.07
H 0.16 0.33 -1.94
H -0.21 1.91 -1.10
H 1.38 0.66 0.18
H 0.99 -1.71 -0.55
H 0.81 -1.56 1.12
H -0.69 -1.66 0.22

Summary:
- E_HOMO (eV) = -11.53
- SMILES string = CC(C)C#N
- frontier orbital gap (Eh) = 0.456



four) Density functional theory data (wB97M-V/def2-TZVPD) for a cluster of 2 separate species, C4H7N in total.

Cartesian coordinates (Å):
C 0.06 -1.88 0.60
C 1.13 0.23 -0.70
C 0.48 -0.76 0.02
C -1.45 1.00 0.28
N 1.90 1.11 -0.19
H -1.12 -1.88 0.76
H 0.61 -2.81 0.82
H 0.78 0.18 -1.71
H -1.01 1.51 1.06
H -1.32 1.26 -0.76
H -2.10 0.09 0.56
H 2.06 1.95 -0.74

Summary:
- E_HOMO (alpha / beta) (eV) = -8.61 / -8.41
- frontier orbital gap (alpha / beta) (Eh) = 0.295 / 0.317



three) wins, 0.804 eV ahead of the next structure.



one) Density functional theory data (wB97M-V/def2-TZVPD) for a structure of composition C4H12MnN3O11S.

Cartesian coordinates (Å):
Mn -0.24 -0.53 0.15
C -3.62 -1.00 0.09
O -2.25 -1.15 0.06
H -3.93 0.03 0.35
H -4.05 -1.18 -0.91
H -4.08 -1.66 0.84
S 1.61 -2.25 0.75
O 1.52 -3.63 1.21
O 3.05 -1.96 0.77
O 0.96 -2.02 -0.55
O 0.91 -1.26 1.62
C -2.02 -0.54 -3.76
N -0.71 -0.01 -3.34
O -0.40 -0.17 -2.17
O -0.01 0.54 -4.15
H -1.81 -1.33 -4.49
H -2.56 0.29 -4.20
H -2.57 -0.96 -2.92
C 3.76 0.84 -0.44
N 2.46 1.54 -0.42
O 1.53 0.82 -0.13
O 2.32 2.72 -0.64
H 4.18 0.73 0.55
H 4.39 1.43 -1.10
H 3.58 -0.18 -0.79
C 0.21 1.68 3.78
N -0.87 1.35 2.84
O -0.60 0.97 1.72
O -2.01 1.55 3.23
H -0.14 1.38 4.77
H 0.25 2.77 3.78
H 1.13 1.19 3.50

Summary:
- expectation value of S² = 8.755
- spin multiplicity = 6
- net charge = -1
- E_HOMO (alpha / beta) (eV) = -4.36 / -4.52
- frontier orbital gap (alpha / beta) (Eh) = 0.243 / 0.247



two) Density functional theory data (wB97M-V/def2-TZVPD) for a structure of composition C4H12MnN3O11S.

Cartesian coordinates (Å):
Mn -2.17 -0.91 -7.63
C -3.51 2.11 -6.87
O -3.02 0.83 -6.95
H -3.77 2.49 -7.87
H -4.42 2.13 -6.25
H -2.83 2.83 -6.38
S 0.24 -1.93 -7.89
O 1.28 -2.13 -8.89
O 0.73 -2.50 -6.64
O -0.20 -0.51 -7.69
O -1.07 -2.54 -8.22
C -1.73 -4.41 -6.06
N -1.91 -3.12 -5.33
O -1.42 -3.03 -4.24
O -2.46 -2.20 -5.91
H -0.88 -4.88 -5.57
H -1.61 -4.19 -7.11
H -2.55 -5.06 -5.76
C -4.13 -4.27 -8.93
N -4.13 -2.90 -9.50
O -4.26 -2.75 -10.69
O -3.80 -2.02 -8.74
H -4.75 -4.91 -9.56
H -4.51 -4.22 -7.92
H -3.08 -4.55 -9.00
C -1.53 -0.49 -12.34
N -1.06 -0.05 -11.01
O -1.82 -0.21 -10.07
O 0.09 0.33 -10.92
H -2.53 -0.90 -12.24
H -0.86 -1.23 -12.78
H -1.58 0.42 -12.93

Summary:
- expectation value of S² = 8.758
- spin multiplicity = 6
- net charge = -1
- E_HOMO (alpha / beta) (eV) = -4.17 / -4.68
- frontier orbital gap (alpha / beta) (Eh) = 0.229 / 0.246



two) wins, 0.214 eV ahead of the next structure.